Record 1
Here is C41H62N5SZn as an isolated structure from OMol25. Energies are from the ωB97M-V functional and the def2-TZVPD basis.

Summary:
gap between HOMO and LUMO: 4.9 eV

```
! wB97M-V def2-TZVPD RIJCOSX def2/J DEFGRID3
* xyz -1 1
Zn 0.8763 0.7078 -0.0984
C -3.4936 -0.5571 0.1739
C -3.5932 0.2435 -1.1596
N -2.3131 0.6638 -1.6318
C -2.0255 0.7474 -3.0326
C -1.8903 -0.6462 -3.6384
S -0.8257 -1.7308 -2.6555
C -2.0207 -2.5730 -1.5670
C -1.8434 -2.3700 -0.0604
N -2.1571 -1.0515 0.4637
H -3.7902 0.0897 1.0004
H -4.2272 -1.3803 0.1426
H -4.0436 -0.3939 -1.9251
H -4.3088 1.0715 -1.0088
H -1.8698 1.3951 -1.1058
H -2.7699 1.3191 -3.6180
H -1.0496 1.2414 -3.0907
H -2.8521 -1.1507 -3.7640
H -1.4276 -0.5864 -4.6252
H -3.0260 -2.2979 -1.8862
H -1.9213 -3.6452 -1.7482
H -2.4526 -3.1560 0.4254
H -0.8021 -2.5746 0.1900
H -1.9849 -1.0365 1.4602
C 1.1900 -3.8741 -1.1571
C 2.1423 -3.9514 0.0277
C 1.3855 -4.0241 1.3528
C 3.2415 -2.9031 -0.1266
C 4.3438 -3.3624 -0.8547
C 5.4727 -2.5994 -1.0590
C 5.5450 -1.3489 -0.4717
C 4.4718 -0.8356 0.2380
C 4.6271 0.4640 1.0008
C 5.0471 0.0876 2.4294
C 5.6204 1.4413 0.3799
C 3.2836 -1.5849 0.3566
N 2.1560 -0.8916 0.9214
C 1.8600 -1.1232 2.1440
C 0.8444 -0.5116 2.9734
C 0.4428 -1.3144 4.0615
C -0.4155 -0.8802 5.0381
C -0.8392 0.4587 4.9737
C -0.4400 1.2794 3.9568
C 0.3722 0.8353 2.8598
N 0.6867 1.6497 1.8353
C 0.6349 3.0489 2.1305
C -0.3823 3.9341 1.7045
C -0.2760 5.2892 2.0230
C 0.7504 5.8012 2.7865
C 1.7260 4.9315 3.2314
C 1.7035 3.5839 2.8956
C 2.8909 2.7494 3.3526
C 4.2050 3.5053 3.1129
C 2.7944 2.3520 4.8296
C -1.6621 3.6149 0.9382
C -1.4760 3.8408 -0.5644
C -2.3212 2.2824 1.2738
H 0.3900 -4.6145 -1.0730
H 1.7177 -4.0374 -2.0973
H 0.7488 -2.8830 -1.2108
H 2.6775 -4.9032 -0.0390
H 0.7069 -3.1864 1.5060
H 2.0726 -4.0700 2.2007
H 0.7834 -4.9357 1.3620
H 4.2979 -4.3663 -1.2629
H 6.2961 -2.9816 -1.6490
H 6.4457 -0.7587 -0.5753
H 3.6549 0.9592 1.0409
H 5.9956 -0.4552 2.4027
H 4.3073 -0.5610 2.9024
H 5.1746 0.9655 3.0598
H 6.6495 1.0830 0.4688
H 5.5657 2.4014 0.8944
H 5.3970 1.6112 -0.6735
H 2.4330 -1.8916 2.6716
H 0.8404 -2.3238 4.1148
H -0.7221 -1.5320 5.8445
H -1.4804 0.8595 5.7513
H -0.7571 2.3140 3.9496
H -1.0564 5.9534 1.6662
H 0.7937 6.8568 3.0247
H 2.5375 5.3147 3.8382
H 2.9042 1.8360 2.7571
H 4.3447 4.2968 3.8530
H 4.2223 3.9637 2.1226
H 5.0637 2.8422 3.2043
H 2.7181 3.2466 5.4547
H 3.6890 1.8011 5.1349
H 1.9266 1.7258 5.0259
H -2.3725 4.3764 1.2803
H -0.7146 3.1680 -0.9975
H -1.1429 4.8677 -0.7450
H -2.4279 3.7027 -1.0905
H -1.7133 1.4278 0.9858
H -3.2804 2.2195 0.7535
H -2.5221 2.2003 2.3445
C 1.5406 3.0756 -3.4231
C 1.9349 2.2392 -2.1871
C 3.0345 1.2522 -2.6356
C 2.5670 3.2155 -1.1631
N 0.7438 1.5869 -1.7093
H 2.4002 3.5761 -3.8866
H 0.8089 3.8336 -3.1307
H 1.0723 2.4186 -4.1603
H 3.8912 1.7474 -3.1179
H 2.5999 0.5310 -3.3314
H 3.4031 0.6920 -1.7711
H 3.4473 3.7448 -1.5564
H 2.8751 2.6658 -0.2652
H 1.8232 3.9542 -0.8527
*
```

Here are the Löwdin charges for atoms 1 to 4, given in e:
1 Zn 0.72
2 C -0.21
3 C -0.22
4 N -0.09

Record 2
Here is a 7-piece molecular cluster, C41H64F3N7O7S overall from OMol25. Energies are from the ωB97M-V functional and the def2-TZVPD basis.

Summary:
SMILES string: C#CCCCc1ccc2c(c1)Sc1cc(CCC(F)=C(F)F)cc(COC)c1N2.CNC(C)=O.CNC(C)=O.CNC(C)=O.CNC(C)=O.CNC(C)=O.CNC(C)=O
gap between HOMO and LUMO: 6.6 eV

```
! wB97M-V def2-TZVPD RIJCOSX def2/J DEFGRID3
* xyz 0 1
C -7.5930 -3.0110 -6.7364
C -6.7839 -3.5754 -7.5123
C -5.4898 -4.0478 -8.2992
C -4.1613 -3.3759 -7.7226
C -2.8655 -3.6309 -8.6671
C -1.5986 -3.4479 -7.7114
C -0.8188 -4.7320 -7.3730
C 0.4095 -4.7085 -6.4398
C 0.7770 -3.3447 -5.8627
C -0.0088 -2.0574 -6.2024
C -1.2059 -2.0702 -7.1317
S 0.6275 -0.5387 -5.3391
C 0.9875 -1.2337 -3.6524
C 0.6486 -0.4800 -2.3808
C 0.9516 -1.1799 -1.0574
C 0.6040 -0.4976 0.3438
C 1.0907 1.0218 0.4436
C 2.3446 1.2013 1.4418
F 3.1942 0.1160 1.8055
C 2.5753 2.5063 1.9613
F 2.8583 3.5058 1.0004
F 2.5050 2.8226 3.3306
C 1.5652 -2.5850 -1.0658
C 1.9241 -3.3388 -2.3667
C 2.5416 -4.7902 -2.2066
O 1.9709 -5.7875 -3.0768
C 0.5713 -6.0113 -2.8128
C 1.6230 -2.6444 -3.6810
N 1.9243 -3.2897 -4.9545
H -8.3630 -2.4731 -6.1096
H -5.6559 -3.8002 -9.3945
H -5.4190 -5.1877 -8.2061
H -4.0072 -3.8013 -6.6704
H -4.2789 -2.2481 -7.6418
H -2.8962 -4.7136 -9.0033
H -2.7949 -2.8743 -9.5080
H -1.1157 -5.7491 -7.7876
H 0.9913 -5.6571 -6.1776
H -1.7651 -1.1131 -7.3643
H 0.1685 0.5530 -2.4568
H -0.5270 -0.5918 0.5169
H 1.1333 -1.1119 1.1376
H 1.3968 1.4583 -0.5582
H 0.2388 1.6360 0.8898
H 1.7281 -3.0462 -0.0309
H 3.6546 -4.7198 -2.4905
H 2.5208 -5.1593 -1.1231
H -0.0939 -5.1013 -2.9473
H 0.4104 -6.5362 -1.7998
H 0.2183 -6.7778 -3.5947
H 2.3880 -4.1974 -4.8423
C -2.8653 4.7697 -0.6629
N -2.0241 3.6952 -1.1489
C -2.1781 2.3599 -0.9477
C -3.3594 1.9134 -0.1252
O -1.3749 1.5673 -1.4251
H -3.2475 5.3256 -1.5211
H -2.2535 5.4305 -0.0459
H -3.7014 4.4001 -0.0735
H -1.2162 3.9340 -1.7080
H -3.3598 0.8270 -0.0446
H -3.2969 2.3358 0.8803
H -4.2888 2.2254 -0.6057
C 6.8356 4.4859 0.6198
N 7.6701 3.4014 0.1448
C 7.5003 2.0644 0.3470
C 6.3069 1.6328 1.1606
O 8.2958 1.2647 -0.1219
H 6.4681 5.0438 -0.2437
H 7.4447 5.1446 1.2423
H 5.9891 4.1259 1.2002
H 8.4856 3.6306 -0.4067
H 6.2923 0.5470 1.2436
H 6.3676 2.0564 2.1659
H 5.3848 1.9552 0.6717
C -0.9865 5.1861 4.1455
N -2.2632 4.6431 3.7271
C -3.4863 5.2416 3.7868
C -3.5474 6.6357 4.3510
O -4.4823 4.6486 3.3911
H -0.3178 5.2037 3.2821
H -0.5673 4.5328 4.9134
H -1.0825 6.1931 4.5456
H -2.2835 3.7095 3.3402
H -4.5775 6.9910 4.3401
H -3.1892 6.6359 5.3852
H -2.9414 7.3119 3.7436
C -3.9826 4.8941 9.5479
N -3.5880 5.6351 8.3671
C -2.5700 6.5290 8.2435
C -1.7336 6.8020 9.4668
O -2.3586 7.0797 7.1694
H -3.9143 3.8275 9.3259
H -5.0174 5.1475 9.7857
H -3.3519 5.1230 10.4036
H -4.1134 5.4929 7.5149
H -0.9610 7.5312 9.2269
H -2.3590 7.2094 10.2640
H -1.2495 5.8822 9.8020
C -1.0323 -11.1445 -2.7114
N -1.4714 -9.8520 -3.1964
C -1.6174 -9.4489 -4.4892
C -1.2896 -10.4486 -5.5690
O -2.0007 -8.3160 -4.7416
H -1.8241 -11.5687 -2.0909
H -0.1363 -11.0006 -2.1045
H -0.8078 -11.8311 -3.5244
H -1.7055 -9.1401 -2.5179
H -1.4496 -9.9966 -6.5470
H -0.2427 -10.7507 -5.4938
H -1.9397 -11.3218 -5.4803
C 3.9079 3.1938 5.7959
N 3.2881 3.6055 7.0398
C 3.8970 3.9014 8.2214
C 5.4001 3.7967 8.2726
O 3.2315 4.2367 9.1906
H 3.6468 3.9193 5.0251
H 3.5112 2.2152 5.5209
H 4.9907 3.1319 5.8788
H 2.2816 3.6934 7.0667
H 5.7514 4.0593 9.2695
H 5.7115 2.7730 8.0538
H 5.8479 4.4870 7.5544
*
```

Here are the Löwdin charges for atoms 1 to 4, given in e:
1 C 0.05
2 C -0.13
3 C -0.22
4 C -0.21

Listing total energy for the structures above in their given order: -4050.7697 -3208.0497 Eh.